DFT (ωB97M-V with the def2-TZVPD basis set) results for C19H22ClN5O2 in the gas phase.

As for the energy above the lowest of the compared OMol25 structures with the same formula, charge and spin: 0.0000 eV. The orbital gap is 8.374 eV. The SMILES is C/C(Cl)=C\Cn1c(NCCc2ccccc2)nc2c1c(=O)n(C)c(=O)n2C. For the LUMO energy, the calculation gives 0.0216 Ha. As for the total charge: 0.

Last column: Löwdin charge in e.
Cartesian coordinates (Å):
Cl1 1.50 4.23 -0.57  0.71
O1 -0.29 -0.29 4.05  0.06
O2 -2.72 -4.02 3.04  0.07
N1 -1.50 -2.16 3.51  0.03
N2 -0.10 -1.98 -0.26  0.21
N3 0.65 -0.36 1.10  0.05
N4 1.46 -0.40 -1.13  0.09
N5 -1.50 -3.12 1.36  0.01
C1 1.40 0.76 1.61  -0.10
C2 -1.96 -3.15 2.66  -0.43
C3 -0.62 -1.11 3.20  -0.38
C4 -0.86 3.69 -2.74  -0.14
C5 -0.38 0.95 -2.96  -0.24
C6 -1.93 -4.13 0.42  -0.01
C7 3.52 2.65 0.27  -0.11
C8 0.20 1.84 -3.85  -0.04
C9 2.04 2.80 0.27  -0.71
C10 -0.21 -1.16 1.85  -0.06
C11 -1.19 1.45 -1.95  -0.05
C12 -0.11 -0.52 -3.07  -0.14
C13 0.67 -0.90 -0.14  -0.34
C14 -1.43 2.81 -1.84  -0.11
C15 -0.03 3.20 -3.75  -0.09
C16 1.13 2.01 0.83  -0.13
C17 1.27 -0.88 -2.48  -0.18
C18 -1.97 -2.19 4.89  -0.01
C19 -0.64 -2.14 0.97  -0.22
H1 -2.47 -1.25 5.12  0.10
H2 1.08 0.90 2.65  0.13
H3 -0.13 -0.84 -4.11  0.12
H4 3.97 3.36 0.96  0.09
H5 -2.07 3.18 -1.06  0.11
H6 2.47 0.51 1.61  0.13
H7 1.65 0.59 -1.05  0.11
H8 -1.06 -4.57 -0.06  0.09
H9 0.08 2.26 0.74  0.11
H10 -2.56 -3.67 -0.35  0.10
H11 -2.66 -3.02 4.99  0.09
H12 -1.12 -2.30 5.56  0.10
H13 0.84 1.47 -4.64  0.11
H14 2.07 -0.45 -3.09  0.12
H15 3.82 1.64 0.55  0.07
H16 -1.05 4.75 -2.66  0.10
H17 3.92 2.87 -0.72  0.07
H18 -2.49 -4.88 0.96  0.09
H19 -0.86 -1.08 -2.51  0.10
H20 0.42 3.89 -4.45  0.10
H21 -1.64 0.76 -1.25  0.11
H22 1.38 -1.97 -2.46  0.12



DFT (ωB97M-V with the def2-TZVPD basis set) results for a molecular structure, C19H22IN2O4Se2Y.

As for the energy above the lowest of the compared OMol25 structures with the same formula, charge and spin: 0.0000 eV. The orbital gap is 6.952 eV. For the LUMO energy, the calculation gives -0.0230 Ha. As for the total charge: 0.

Last column: Löwdin charge in e.
Cartesian coordinates (Å):
I1 -3.06 0.67 0.90  0.06
Y1 -0.44 0.47 -0.30  1.01
Se1 -0.51 -0.01 -4.67  0.66
Se2 -1.63 1.28 -3.03  0.63
O1 0.92 -1.09 0.69  -0.19
O2 2.72 1.33 5.54  -0.07
O3 -4.11 -2.50 -4.91  -0.05
O4 -0.59 -1.56 -1.56  -0.23
N1 3.00 -2.62 3.11  0.10
N2 0.63 1.51 1.34  -0.07
C1 -1.52 -1.66 -4.44  -0.47
C2 -3.01 -0.09 -3.29  -0.54
C3 0.72 5.12 0.92  -0.12
C4 0.42 2.75 0.84  -0.40
C5 2.16 -2.43 2.13  -0.27
C6 0.77 3.92 1.55  -0.03
C7 1.61 -1.11 1.76  -0.30
C8 3.34 -1.56 3.89  -0.10
C9 -0.10 2.82 -0.43  -0.24
C10 1.92 -0.07 2.65  -0.09
C11 -2.00 -2.03 -1.90  -0.11
C12 0.34 5.23 -0.41  -0.08
C13 1.30 1.21 2.42  -0.01
C14 3.51 0.91 4.43  -0.22
C15 -3.77 -2.44 -3.54  -0.22
C16 1.74 -3.58 1.28  -0.04
C17 2.89 -0.28 3.69  -0.14
C18 -0.07 4.04 -1.08  -0.12
C19 -2.55 -1.53 -3.28  -0.55
H1 -3.70 -3.50 -3.20  0.13
H2 -2.00 -3.17 -1.92  0.15
H3 3.61 1.82 3.73  0.14
H4 1.72 -3.35 0.20  0.07
H5 -2.64 -1.52 -1.10  0.06
H6 -4.87 -3.08 -4.96  0.09
H7 -0.78 -2.41 -4.16  0.07
H8 -0.10 -2.25 -1.08  0.08
H9 -4.63 -2.04 -2.93  0.14
H10 1.31 1.92 3.25  0.13
H11 0.92 6.05 1.44  0.11
H12 0.25 6.19 -0.87  0.09
H13 4.04 -1.84 4.71  0.12
H14 -3.54 0.10 -4.27  0.11
H15 -0.45 4.13 -2.05  0.05
H16 2.40 -4.41 1.55  0.08
H17 -1.96 -1.79 -5.44  0.07
H18 -3.75 0.18 -2.48  0.07
H19 3.28 1.48 6.32  0.09
H20 4.53 0.64 4.74  0.12
H21 1.06 3.91 2.60  0.11
H22 0.67 -3.75 1.61  0.11



DFT (ωB97M-V with the def2-TZVPD basis set) results for a molecular structure, C19H22LuO5Si.

The orbital gap is 1.505 eV. For the LUMO energy, the calculation gives -0.5245 Ha. As for the total charge: +3.

Last column: Löwdin charge in e.
Cartesian coordinates (Å):
Lu1 -7.57 0.72 -0.81  1.99
Si1 3.50 -1.66 0.77  0.60
O1 1.42 2.87 -0.98  0.22
O2 4.72 2.04 -0.74  0.19
O3 -6.44 -0.92 0.40  -0.08
O4 -4.48 -1.15 1.44  0.23
O5 1.47 -1.92 -1.69  0.20
C1 4.52 1.89 0.41  -0.16
C2 2.86 -3.39 0.47  -0.15
C3 3.09 1.71 1.04  -0.04
C4 -2.46 1.14 -1.24  -0.18
C5 -3.69 2.00 -1.41  -0.10
C6 2.20 0.91 0.17  -0.09
C7 2.23 -0.44 -0.02  -0.01
C8 -5.01 1.29 -1.07  -0.29
C9 -5.35 -0.47 0.76  -0.50
C10 -1.28 -0.97 -1.36  0.04
C11 -5.08 0.97 0.46  -0.13
C12 1.21 -1.01 -0.96  -0.31
C13 1.20 1.76 -0.62  -0.25
C14 5.19 -1.52 0.00  -0.13
C15 3.49 -1.31 2.62  -0.13
C16 -1.28 1.79 -0.93  0.07
C17 -0.11 -0.31 -1.04  -0.05
C18 -2.45 -0.25 -1.45  -0.01
C19 -0.11 1.07 -0.86  -0.05
H1 -3.35 -0.77 -1.75  0.12
H2 -5.81 2.02 -1.33  0.04
H3 5.09 -1.72 -1.07  0.06
H4 -3.75 2.41 -2.42  0.15
H5 2.73 -0.57 2.91  0.03
H6 -3.97 -1.83 0.96  0.18
H7 2.72 2.73 1.12  0.14
H8 4.45 -0.95 2.99  0.05
H9 -3.61 2.83 -0.70  0.14
H10 -5.15 0.39 -1.69  0.09
H11 -4.21 1.36 0.98  0.16
H12 5.67 -0.55 0.10  0.03
H13 5.84 -2.27 0.44  0.06
H14 1.78 -3.46 0.48  0.04
H15 -1.25 2.87 -0.81  0.15
H16 -1.26 -2.03 -1.56  0.14
H17 3.20 1.31 2.05  0.11
H18 3.28 -4.03 1.25  0.06
H19 5.32 1.89 1.17  0.17
H20 3.22 -2.23 3.12  0.05
H21 3.23 -3.76 -0.49  0.05
H22 -5.94 1.52 0.89  0.09



DFT (ωB97M-V with the def2-TZVPD basis set) results for C19H22N2O2 in the gas phase.

As for the energy above the lowest of the compared OMol25 structures with the same formula, charge and spin: 18.3732 eV. The orbital gap is 8.625 eV. The SMILES is COc1ccccc1CC(=O)Nc1ccccc1N1CCCC1. For the LUMO energy, the calculation gives 0.0161 Ha. As for the total charge: 0.

Last column: Löwdin charge in e.
Cartesian coordinates (Å):
O1 -0.05 3.82 0.41  -0.19
O2 -1.73 0.14 -1.87  -0.11
N1 1.09 -0.78 -0.21  -0.11
N2 0.32 1.65 -0.61  0.19
C1 -3.18 -1.10 -0.18  0.06
C2 -2.61 1.43 -0.13  -0.25
C3 -0.42 2.56 -0.32  -0.32
C4 0.39 -1.03 0.87  -0.32
C5 -2.50 0.11 -0.67  -0.18
C6 -3.87 -0.83 1.25  -0.05
C7 3.49 -0.01 0.12  0.04
C8 2.59 2.37 0.06  -0.06
C9 1.72 -2.23 -0.70  -0.12
C10 1.62 1.44 -0.08  -0.13
C11 3.87 2.24 0.29  -0.19
C12 4.49 1.11 0.13  -0.05
C13 -1.88 -1.17 -2.46  -0.08
C14 1.88 -3.22 0.51  -0.07
C15 1.18 -2.03 1.36  -0.29
C16 -1.84 2.52 -0.72  -0.11
C17 -3.19 1.58 1.07  0.03
C18 -3.89 0.36 1.98  -0.02
C19 2.12 0.15 -0.27  -0.19
H1 2.55 -2.13 -1.50  0.13
H2 2.17 3.56 0.27  0.19
H3 -3.33 -1.94 -0.46  -0.03
H4 -4.19 0.55 2.93  0.04
H5 4.61 3.13 0.19  0.15
H6 -0.59 -1.68 0.47  0.18
H7 -0.13 0.91 -0.91  0.06
H8 -2.52 3.59 -0.58  0.21
H9 0.91 -2.52 -1.45  0.10
H10 -4.45 -1.51 1.91  0.08
H11 1.95 -1.66 2.25  0.16
H12 -1.56 -1.92 -2.06  -0.05
H13 2.96 -3.03 0.71  0.10
H14 -3.01 -1.59 -2.78  0.16
H15 -1.21 -1.00 -3.47  0.15
H16 -3.28 2.66 1.75  0.18
H17 0.62 -2.77 2.23  0.15
H18 -1.91 2.61 -1.77  0.11
H19 3.88 -1.13 0.03  0.12
H20 5.48 1.01 0.38  0.08
H21 0.14 -0.18 1.56  0.18
H22 1.32 -4.04 0.51  0.05



DFT (ωB97M-V with the def2-TZVPD basis set) results for C19H22N2O6 in the gas phase.

As for the energy above the lowest of the compared OMol25 structures with the same formula, charge and spin: 3.0401 eV. The orbital gap is 8.227 eV. The SMILES is COc1cc(/C=C/C(=O)OCC(=O)NC[C@H]2CCCO2)ccc1OCC#N. For the LUMO energy, the calculation gives -0.0119 Ha. As for the total charge: 0.

Last column: Löwdin charge in e.
Cartesian coordinates (Å):
O1 -1.53 0.78 -1.70  -0.02
O2 6.50 -1.23 1.18  -0.01
O3 -5.02 1.52 -1.36  0.06
O4 -0.64 2.74 -1.00  0.11
O5 6.22 1.63 1.51  -0.12
O6 -5.21 -1.84 -1.57  -0.10
N1 -3.65 0.08 -0.27  0.09
N2 9.45 -2.43 2.13  0.17
C1 -6.41 -2.45 0.34  -0.13
C2 2.94 0.63 0.08  -0.21
C3 6.04 3.02 1.64  -0.07
C4 3.16 -0.74 -0.05  -0.02
C5 -6.53 -1.38 -1.83  -0.18
C6 -3.93 1.01 -1.21  -0.46
C7 0.62 0.72 -0.83  0.02
C8 5.19 0.87 0.99  -0.18
C9 -2.74 1.43 -2.06  -0.06
C10 7.65 -0.61 1.71  -0.17
C11 -5.06 -1.94 -0.17  -0.33
C12 -0.55 1.54 -1.16  -0.48
C13 5.39 -0.51 0.85  -0.18
C14 8.65 -1.63 1.94  -0.17
C15 3.98 1.41 0.60  0.04
C16 4.36 -1.29 0.33  0.02
C17 1.71 1.29 -0.30  -0.01
C18 -4.70 -0.58 0.46  -0.11
C19 -7.40 -1.78 -0.62  -0.14
H1 -4.24 -2.65 0.00  0.15
H2 1.67 2.36 -0.14  0.13
H3 6.97 3.39 2.06  0.10
H4 -2.96 1.18 -3.10  0.15
H5 -7.86 -0.90 -0.17  0.11
H6 -2.76 -0.38 -0.33  0.14
H7 2.39 -1.38 -0.45  0.11
H8 -6.85 -1.85 -2.76  0.12
H9 -6.59 -2.18 1.38  0.11
H10 3.81 2.47 0.70  0.11
H11 0.53 -0.33 -1.06  0.11
H12 8.07 0.13 1.01  0.14
H13 -6.46 -3.54 0.24  0.11
H14 4.54 -2.35 0.24  0.13
H15 5.21 3.25 2.33  0.10
H16 -4.39 -0.72 1.50  0.13
H17 5.86 3.50 0.67  0.10
H18 7.44 -0.11 2.67  0.14
H19 -2.61 2.52 -1.98  0.13
H20 -5.57 0.09 0.43  0.13
H21 -6.52 -0.29 -1.96  0.10
H22 -8.20 -2.47 -0.92  0.10



DFT (ωB97M-V with the def2-TZVPD basis set) results for C19H22N2O6S in the gas phase.

As for the energy above the lowest of the compared OMol25 structures with the same formula, charge and spin: 1.1050 eV. The orbital gap is 8.556 eV. The SMILES is CC[C@H](C)NS(=O)(=O)c1ccc(OCC(=O)Nc2ccc3c(c2)OCO3)cc1. For the LUMO energy, the calculation gives 0.0182 Ha. As for the total charge: 0.

Last column: Löwdin charge in e.
Cartesian coordinates (Å):
S1 -1.73 1.35 -3.59  0.65
O1 -3.14 1.63 -3.63  -0.29
O2 3.75 2.06 1.45  0.08
O3 2.11 -4.16 2.85  0.03
O4 0.08 -3.15 3.25  0.04
O5 -0.93 1.66 -4.74  -0.29
O6 0.53 3.56 1.40  -0.05
N1 1.72 1.27 2.16  0.15
N2 -1.43 -0.24 -3.21  -0.10
C1 -1.30 3.11 0.02  0.01
C2 0.33 2.10 -1.98  -0.05
C3 -2.39 -0.89 -2.33  -0.44
C4 1.92 -0.10 2.32  -0.21
C5 -1.66 -1.89 -1.43  -0.21
C6 0.99 -2.21 2.87  -0.21
C7 -1.04 2.11 -2.13  -0.29
C8 0.77 -4.38 3.24  -0.16
C9 0.08 3.09 0.20  -0.26
C10 2.59 2.22 1.73  -0.47
C11 3.31 -2.08 2.23  0.02
C12 -0.64 -1.20 -0.53  -0.09
C13 0.91 2.59 -0.81  0.01
C14 3.15 -0.71 2.08  -0.01
C15 -1.86 2.62 -1.14  -0.05
C16 1.92 3.61 1.63  -0.09
C17 -3.52 -1.55 -3.12  -0.05
C18 0.81 -0.85 2.73  0.05
C19 2.22 -2.82 2.63  -0.21
H1 -3.12 -2.34 -3.77  0.08
H2 -1.13 -0.47 0.11  0.07
H3 -2.39 -2.41 -0.81  0.11
H4 0.75 -4.82 4.25  0.14
H5 -0.15 -0.40 2.92  0.13
H6 0.10 -0.67 -1.14  0.07
H7 1.98 2.56 -0.70  0.12
H8 0.78 1.59 2.36  0.15
H9 -1.17 -0.78 -4.02  0.12
H10 0.29 -5.08 2.54  0.14
H11 -4.01 -0.80 -3.74  0.07
H12 -1.91 3.51 0.81  0.12
H13 -4.25 -1.99 -2.45  0.08
H14 3.98 -0.10 1.77  0.10
H15 -2.81 -0.09 -1.72  0.13
H16 -1.15 -2.63 -2.05  0.12
H17 2.04 4.11 2.59  0.14
H18 -2.93 2.63 -1.30  0.12
H19 2.44 4.19 0.86  0.14
H20 4.26 -2.55 2.05  0.12
H21 -0.12 -1.92 0.10  0.06
H22 0.94 1.71 -2.78  0.12



The records above give, respectively, electronic energy values of -44130.03254, -171067.71433, -71761.12734, -27118.75377, -35323.89539, -46160.06715 eV.
The records above give, respectively, max |F| values of 1.46, 3.97, 1.55, 17.18, 0.89, 1.25 eV/A.